[1]
The following is a DFT calculation (ωB97M-V with the def2-TZVPD basis set) of a cluster of 2 separate species, C20H32NO2 in total in a non-equilibrium geometry.

```
55
Properties=species:S:1:pos:R:3:forces:R:3:nbo_charge:R:1
C 4.4041 0.8059 1.8881 0.20 -0.25 0.10 -0.625
C 3.0108 1.2391 1.5082 0.42 0.33 0.00 -0.075
O 2.1396 0.0968 1.4875 0.09 0.19 -0.02 -0.518
C 0.9397 0.3785 0.9407 -0.23 0.30 -0.44 0.691
O 0.7037 1.4736 0.4349 0.00 -1.30 0.22 -0.597
C -0.0286 -0.7402 1.0491 0.81 2.32 -0.06 0.088
C 0.2707 -1.8538 1.9278 0.01 -0.67 0.84 -0.691
C -1.3487 -0.3620 0.5455 -1.04 0.00 -0.61 -0.460
C -2.3007 0.4015 1.5372 0.69 0.05 -0.10 -0.135
C -3.6012 0.7376 0.8136 -0.24 0.22 -0.11 -0.590
C -2.5803 -0.4118 2.8012 -0.13 0.28 0.38 -0.600
C -1.6852 1.7020 1.9461 0.32 1.54 0.76 0.296
N -1.3156 2.7415 2.3260 -0.71 -2.01 -0.67 -0.324
H 5.0822 1.6637 1.8560 -0.14 -0.04 -0.01 0.218
H 4.4495 0.3861 2.8960 -0.07 0.01 -0.07 0.209
H 4.7846 0.0571 1.1889 -0.04 0.03 0.03 0.210
H 2.6167 1.9612 2.2328 -0.02 -0.06 -0.22 0.190
H 3.0197 1.7082 0.5180 -0.12 -0.08 0.24 0.199
H 0.9630 -1.4928 2.6939 -0.23 -0.27 0.21 0.248
H -0.6522 -2.2628 2.3611 0.36 -0.01 0.01 0.218
H 0.7902 -2.6655 1.4184 0.04 -0.01 0.03 0.251
H -1.2153 0.3131 -0.3123 -0.05 -0.27 0.13 0.254
H -1.8946 -1.2570 0.2054 -0.01 0.21 0.13 0.218
H -4.0878 -0.1764 0.4505 0.10 0.16 0.10 0.213
H -4.2800 1.2587 1.5061 0.15 -0.16 -0.32 0.222
H -3.3896 1.3949 -0.0393 -0.17 -0.17 0.16 0.226
H -2.9557 -1.4107 2.5496 0.06 0.19 0.00 0.212
H -1.6812 -0.5006 3.4235 -0.26 -0.05 -0.14 0.224
H -3.3486 0.1225 3.3808 0.24 -0.30 -0.03 0.223
C 2.6974 -5.4105 -3.3273 -0.05 -0.16 -0.34 -0.624
C 3.4899 -4.1717 -3.0014 0.02 0.93 0.86 -0.006
C 4.4616 -4.2081 -1.7696 -0.36 0.07 -0.73 -0.209
C 3.8392 -5.0583 -0.6659 0.05 0.10 0.01 -0.402
C 2.3577 -4.6310 -0.3860 0.00 -0.66 0.52 -0.473
C 1.8264 -3.4789 -1.2295 -0.76 1.05 0.83 0.045
C 0.6721 -2.8487 -0.9135 0.30 -1.30 -0.99 -0.431
C 2.7878 -2.9509 -2.2348 0.54 -0.37 -0.69 -0.263
C 4.1406 -2.7066 -1.5419 0.40 -0.29 0.40 -0.404
C 4.2092 -3.6736 -4.2383 0.06 0.04 -0.33 -0.607
H 1.9517 -5.1854 -4.1015 0.10 -0.11 0.14 0.216
H 3.3899 -6.1627 -3.7307 -0.23 0.01 0.04 0.211
H 2.1852 -5.8388 -2.4667 0.00 0.00 -0.19 0.212
H 5.4925 -4.4544 -2.0445 -0.05 -0.19 0.40 0.206
H 3.8638 -6.1233 -0.9328 0.09 0.24 -0.01 0.210
H 4.4454 -4.9490 0.2438 -0.22 -0.03 -0.11 0.212
H 1.6969 -5.5066 -0.4834 0.16 0.21 -0.07 0.224
H 2.2907 -4.3833 0.6889 -0.09 0.19 -0.48 0.223
H 0.4203 -1.8768 -1.3413 -0.11 -0.45 -0.20 0.208
H -0.1009 -3.3942 -0.3437 0.58 0.64 0.05 0.195
H 2.4152 -2.1592 -2.8924 -0.27 -0.07 0.30 0.215
H 4.0944 -2.3966 -0.4923 0.02 0.13 -0.15 0.204
H 4.8073 -2.0436 -2.1006 -0.18 -0.09 0.17 0.215
H 4.7989 -2.7692 -4.0553 -0.11 -0.17 -0.04 0.210
H 4.8899 -4.4532 -4.6026 -0.05 0.13 -0.01 0.208
H 3.4930 -3.4530 -5.0399 0.11 -0.02 0.09 0.210
```
Positions in Å, forces in eV/Å.

Summary:
E_HOMO (spin up / spin down) (Ha): -0.3019 / -0.3281
Total energy (eV): -26841.7993
Expectation value of S²: 0.7565
Max |F| (eV/A): 2.5
2S+1: 2
Frontier orbital gap (spin up / spin down) (eV): 8.87 / 8.27

***

[2]
The following is a DFT calculation (ωB97M-V with the def2-TZVPD basis set) of a cluster of 2 separate species, C20H32NO9PS in total in a non-equilibrium geometry.

```
64
Properties=species:S:1:pos:R:3:forces:R:3:nbo_charge:R:1
C -4.8157 -1.6388 2.7828 0.11 0.35 0.13 -0.630
C -3.3229 -1.3980 2.5601 -1.21 -0.41 0.18 -0.082
O -2.9446 -1.9718 1.2945 0.81 -0.07 0.37 -0.549
C -2.1036 -1.1868 0.5579 0.01 -2.12 0.25 0.832
O -2.4355 -0.1050 0.2418 -0.52 2.57 -0.60 -0.587
C -0.8138 -1.8530 0.1679 0.01 -0.01 0.68 -0.524
C 0.4187 -0.9421 0.2489 -0.06 -0.22 -0.48 -0.397
C 0.2993 0.3875 -0.5149 0.59 -0.50 0.41 -0.423
C 0.3384 1.6593 0.3309 -0.94 1.61 0.28 -0.348
P 2.1679 2.1033 0.5130 0.99 -2.11 0.12 1.334
O 2.5352 3.2210 -0.6383 -0.57 0.47 0.13 -1.008
O 2.3156 2.9801 1.8853 -0.06 0.60 -0.84 -0.986
C -0.2229 1.4844 1.7800 0.92 0.29 -0.86 -0.688
S -1.0058 2.9147 2.5617 -0.79 -0.04 1.47 2.385
O -0.1145 3.6107 3.4154 1.55 0.75 -0.33 -0.941
O -2.1261 2.4070 3.2600 -1.60 -0.82 -0.15 -0.954
O -1.5622 3.9158 1.4455 0.92 -0.60 -0.03 -0.685
C -0.5112 4.0478 0.4277 -0.60 -0.85 0.33 -0.101
C -0.5362 2.7333 -0.3542 0.41 0.26 -0.69 -0.262
C -0.2364 3.0073 -1.8408 -0.22 0.49 -0.01 -0.391
C -1.4913 3.1993 -2.7015 0.03 0.09 -0.12 -0.205
C -2.2943 1.9042 -2.9254 0.32 0.57 0.37 -0.620
C -2.4037 4.3253 -2.2015 0.39 -0.52 -0.11 -0.612
H -5.3157 -1.8232 1.8431 -0.04 -0.18 -0.28 0.225
H -4.9978 -2.4569 3.4656 -0.10 -0.28 0.04 0.206
H -5.2789 -0.7494 3.1949 -0.06 0.15 0.22 0.217
H -3.1431 -0.3299 2.6236 0.38 0.11 -0.35 0.206
H -2.7689 -1.9244 3.3328 0.31 0.10 0.05 0.175
H -0.9284 -2.3163 -0.8038 -0.04 0.15 -0.37 0.252
H -0.6619 -2.6773 0.8545 -0.01 -0.24 0.05 0.233
H 1.2246 -1.4936 -0.2145 0.06 0.02 0.14 0.231
H 0.7015 -0.8494 1.2953 -0.01 0.34 0.09 0.199
H -0.5825 0.3367 -1.1330 -0.33 0.29 -0.02 0.236
H 1.1286 0.4443 -1.2207 0.21 -0.07 -0.09 0.208
H 2.8602 2.8001 -1.4440 0.06 0.03 0.21 0.510
H 2.5196 3.9070 1.6813 -0.15 -0.06 0.32 0.502
H -0.9370 0.6837 1.8541 -0.49 0.07 -0.15 0.268
H 0.6001 1.2131 2.4375 -0.02 0.23 0.44 0.257
H -0.7527 4.8977 -0.1857 -0.12 0.29 0.05 0.216
H 0.4168 4.1886 0.9737 0.21 0.36 -0.25 0.193
H -1.5669 2.3844 -0.2784 -0.11 -0.17 -0.08 0.241
H 0.3015 3.9521 -1.8940 0.31 0.06 -0.06 0.205
H 0.4077 2.2755 -2.3217 0.01 -0.28 0.13 0.205
H -1.1257 3.5302 -3.6722 0.10 -0.01 -0.21 0.192
H -3.3488 2.1532 -2.9443 -0.27 -0.17 -0.34 0.212
H -2.1679 1.2036 -2.1047 0.02 -0.14 0.07 0.214
H -1.9739 1.4463 -3.8536 -0.17 -0.30 -0.12 0.211
H -3.1103 4.5513 -2.9899 -0.43 0.00 0.02 0.214
H -1.8603 5.2454 -2.0072 0.12 0.11 0.16 0.198
H -2.9162 3.9814 -1.3059 -0.26 0.29 0.14 0.208
O 1.0789 -3.6605 -0.8125 0.34 -0.23 -0.19 -0.384
N 2.2321 -3.4074 -1.1109 -0.01 -0.15 -0.08 0.519
O 2.5826 -2.4005 -1.6963 0.00 -0.10 -0.03 -0.378
C 3.2666 -4.3811 -0.7378 0.17 -0.15 0.07 0.085
C 2.8934 -5.5508 -0.1010 -0.22 -0.16 0.10 -0.207
C 3.8687 -6.4762 0.2299 0.12 0.04 -0.03 -0.208
C 5.1993 -6.2226 -0.0736 0.02 -0.01 0.01 -0.173
C 5.5587 -5.0395 -0.7046 -0.05 -0.11 0.06 -0.207
C 4.5886 -4.1106 -1.0410 0.19 0.18 -0.12 -0.207
H 1.8584 -5.7487 0.1355 -0.03 0.13 -0.07 0.249
H 3.5910 -7.3977 0.7228 -0.03 0.01 0.00 0.225
H 5.9589 -6.9500 0.1818 0.00 0.01 0.01 0.222
H 6.5961 -4.8427 -0.9375 -0.01 0.03 -0.01 0.225
H 4.8685 -3.1916 -1.5343 -0.15 0.04 0.00 0.249
```
Positions in Å, forces in eV/Å.

Summary:
E_HOMO (Ha): -0.3056
Total energy (eV): -61297.6111
SMILES: CCOC(=O)CCC[C@]1(P(O)O)CS(=O)(=O)OC[C@H]1CC(C)C.O=[N+]([O-])c1ccccc1
Max |F| (eV/A): 2.7
2S+1: 1
Frontier orbital gap (eV): 7.41

***

[3]
The following is a DFT calculation (ωB97M-V with the def2-TZVPD basis set) of the molecule C20H32O5.

```
57
Properties=species:S:1:pos:R:3:forces:R:3:nbo_charge:R:1
C -4.4046 0.9710 -3.4864 0.17 0.03 0.21 -0.609
C -3.2546 0.5783 -2.5661 -0.01 -0.21 -0.12 -0.399
C -2.3413 -0.4982 -3.1551 -0.02 0.11 0.00 -0.396
C -1.7082 -0.1499 -4.5020 0.01 0.04 0.11 -0.412
C -0.7944 1.0770 -4.4948 0.21 -0.38 -0.03 -0.415
C 0.6156 0.8040 -3.9280 -0.33 0.75 -0.11 0.063
O 1.2210 -0.3052 -4.5620 0.17 -0.30 -0.11 -0.717
C 0.6357 0.5395 -2.4491 0.14 0.15 -0.21 -0.187
C 0.3909 1.4504 -1.5210 0.05 -0.38 0.12 -0.173
C 0.4905 1.2101 -0.0540 0.03 0.44 0.05 -0.289
C -0.8054 1.5007 0.7158 0.18 -0.19 0.04 -0.224
C -1.7264 0.2907 0.8207 -0.03 0.25 0.16 -0.461
C -1.1639 -0.4231 2.0218 -0.26 -0.25 -0.25 0.332
C -1.2952 -1.7102 2.3213 0.13 0.09 0.33 -0.306
C -0.6472 -2.3563 3.5068 -0.04 -0.06 -0.12 -0.435
C 0.3501 -3.4428 3.0851 0.04 0.18 0.02 -0.382
C 1.3719 -2.9274 2.0699 -0.11 -0.17 0.18 -0.520
C 2.1967 -1.7715 2.5663 0.03 0.11 -0.44 0.826
O 2.5557 -0.8448 1.8827 0.07 0.17 -0.10 -0.645
O 2.5487 -1.8822 3.8471 0.03 -0.25 0.62 -0.683
O -0.4520 0.4451 2.8026 -0.08 -0.51 0.04 -0.513
C -0.3387 1.7119 2.1661 0.04 0.86 -0.10 0.097
C 1.1244 2.1581 2.1076 -0.12 -0.02 -0.09 -0.452
C 1.5378 2.1304 0.6199 -0.45 -0.14 0.23 0.133
O 2.8543 1.7229 0.4154 0.52 -0.19 -0.13 -0.721
H -5.0876 1.6421 -2.9699 -0.10 0.07 -0.03 0.209
H -4.9615 0.0893 -3.7968 -0.10 -0.08 -0.09 0.201
H -4.0403 1.4802 -4.3747 -0.03 0.05 -0.15 0.200
H -2.6671 1.4630 -2.3144 0.03 0.06 0.11 0.193
H -3.6706 0.1925 -1.6322 0.05 0.07 0.07 0.200
H -1.5458 -0.7099 -2.4391 -0.07 -0.14 0.03 0.208
H -2.9238 -1.4141 -3.2869 0.01 -0.06 0.06 0.199
H -1.1212 -1.0106 -4.8320 -0.09 0.03 -0.10 0.219
H -2.4991 0.0069 -5.2381 0.00 -0.05 -0.06 0.200
H -0.6726 1.4207 -5.5274 0.01 0.10 0.02 0.199
H -1.2432 1.8919 -3.9291 -0.01 0.17 -0.02 0.206
H 1.2205 1.7092 -4.1201 -0.12 -0.19 0.06 0.167
H 1.2273 -0.1517 -5.5127 0.02 0.01 0.05 0.468
H 0.9255 -0.4669 -2.1843 0.04 -0.19 0.18 0.213
H 0.1255 2.4613 -1.8066 -0.04 0.22 -0.13 0.188
H 0.7954 0.1754 0.1343 0.02 -0.05 0.04 0.219
H -1.3013 2.3848 0.3132 -0.01 0.04 0.01 0.217
H -1.7108 -0.3305 -0.0717 -0.04 -0.05 -0.04 0.232
H -2.7574 0.5981 1.0152 0.00 -0.02 -0.02 0.223
H -1.8776 -2.3404 1.6672 -0.11 0.01 -0.23 0.205
H -0.1350 -1.5878 4.0852 -0.01 -0.05 0.12 0.220
H -1.4071 -2.8135 4.1468 0.05 0.05 0.09 0.213
H -0.1907 -4.2741 2.6282 0.03 -0.06 0.02 0.204
H 0.8690 -3.8161 3.9686 -0.03 -0.11 -0.02 0.216
H 2.0733 -3.7286 1.8195 0.03 0.04 -0.04 0.241
H 0.8754 -2.6122 1.1512 0.16 0.04 0.06 0.241
H 3.0857 -1.1226 4.1223 -0.08 0.00 -0.31 0.501
H -0.9681 2.4234 2.7167 0.05 -0.13 -0.08 0.181
H 1.2727 3.1407 2.5506 0.04 0.03 0.04 0.214
H 1.7328 1.4379 2.6548 0.00 0.05 0.02 0.233
H 1.4736 3.1365 0.1902 -0.09 -0.06 0.00 0.168
H 2.9455 0.8258 0.7719 0.00 0.12 -0.02 0.491
```
Positions in Å, forces in eV/Å.

Summary:
E_HOMO (Ha): -0.3058
Total energy (eV): -31496.9201
Relative energy (zero: lowest compared OMol25 entry of this formula, charge and spin) (kcal per mole): 4.23
SMILES: CCCCC[C@H](O)/C=C/[C@@H]1[C@H]2C/C(=C/CCCC(=O)O)O[C@H]2C[C@H]1O
Max |F| (eV/A): 0.9
2S+1: 1
Frontier orbital gap (eV): 9.03

***

[4]
The following is a DFT calculation (ωB97M-V with the def2-TZVPD basis set) of a cluster of 3 separate species, C20H33BN3O7PS2 in total.

```
67
Properties=species:S:1:pos:R:3:forces:R:3:nbo_charge:R:1
N 4.7062 -0.2889 0.6239 -0.50 -0.50 -0.29 -1.153
B 3.7231 -0.2319 -0.4785 0.35 0.28 0.19 1.092
O 4.0606 -0.7157 -1.7184 -0.82 -0.51 0.19 -0.890
C 2.2652 0.3228 -0.2721 -0.06 0.16 -0.47 -0.416
C 1.2554 -0.0693 -1.1559 0.02 0.10 0.13 -0.131
C -0.0493 0.3647 -0.9687 -0.09 -0.14 0.04 -0.228
C -0.3795 1.2029 0.0930 0.15 0.05 0.01 0.259
C 0.6173 1.6032 0.9830 0.25 0.20 -0.08 -0.502
P 0.2595 2.6289 2.4222 -0.28 -0.27 0.32 1.848
O 1.7096 3.1888 2.8583 -0.14 0.10 -0.16 -0.984
O -0.4964 3.9450 1.8866 0.31 -0.04 -0.08 -0.968
S -0.6104 1.7272 3.8687 0.04 0.05 -0.02 -0.580
C 1.9270 1.1680 0.7853 0.04 -0.25 0.03 -0.128
N -1.7267 1.6711 0.2402 0.13 0.01 -0.14 -0.673
C -2.6698 0.5869 0.2111 -0.22 -0.31 0.12 0.142
C -3.6420 0.4649 1.2118 0.24 0.12 0.09 0.155
N -3.7130 1.4469 2.2261 -0.36 -0.64 0.09 -0.808
C -4.5266 -0.6142 1.1486 -0.13 0.03 -0.16 -0.256
C -4.4728 -1.5309 0.1080 0.20 0.15 -0.28 -0.184
C -3.5096 -1.4101 -0.8907 -0.20 0.03 0.22 -0.241
C -2.6147 -0.3491 -0.8172 0.03 -0.04 -0.01 -0.202
S -1.3554 -0.1390 -2.0463 0.10 -0.13 -0.05 0.304
H 4.2554 -0.8093 1.3777 0.28 0.24 0.33 0.393
H 4.9094 0.6329 0.9955 0.09 -0.06 0.11 0.388
H 4.5297 -1.5550 -1.6378 0.62 0.41 -0.12 0.503
H 1.4962 -0.7294 -1.9809 -0.03 0.03 0.00 0.235
H 1.8410 4.0858 2.5261 0.12 -0.02 0.09 0.506
H -0.2436 4.1378 0.9730 -0.22 0.04 0.00 0.500
H 2.6977 1.4610 1.4878 -0.08 0.05 0.00 0.229
H -1.9184 2.2492 -0.5801 -0.09 0.12 0.13 0.376
H -4.5384 1.2769 2.7891 0.03 0.07 0.04 0.359
H -2.9078 1.3833 2.8460 0.17 0.41 -0.23 0.402
H -5.2750 -0.7326 1.9248 0.05 0.04 0.01 0.211
H -5.1727 -2.3573 0.0624 0.02 0.07 0.09 0.217
H -3.4598 -2.1332 -1.6949 0.09 0.06 0.01 0.225
C 6.6999 -3.0271 5.7246 0.00 -0.02 0.03 -0.254
O 5.4031 -3.5247 5.9963 0.01 0.03 -0.09 -0.551
C 4.4037 -2.5194 6.0303 0.00 -0.13 0.10 -0.088
C 3.6070 -2.4672 4.7465 -0.08 0.23 -0.05 -0.090
O 4.4064 -2.0658 3.6422 0.07 -0.09 -0.02 -0.559
C 4.8233 -3.1524 2.8345 -0.02 -0.01 -0.11 -0.264
H 7.3368 -3.8818 5.5027 -0.01 -0.01 0.03 0.190
H 6.7021 -2.3494 4.8675 0.00 0.00 0.00 0.178
H 7.1061 -2.5039 6.5970 0.00 0.04 -0.02 0.167
H 4.8497 -1.5409 6.2347 0.00 0.01 -0.02 0.175
H 3.7249 -2.7602 6.8538 -0.01 0.03 0.00 0.187
H 2.8087 -1.7274 4.8572 -0.01 -0.02 0.01 0.192
H 3.1433 -3.4387 4.5499 0.02 -0.02 0.01 0.175
H 3.9828 -3.5213 2.2340 0.03 -0.07 0.01 0.164
H 5.2225 -3.9767 3.4291 -0.01 0.02 0.04 0.185
H 5.6008 -2.7893 2.1638 -0.02 0.05 0.00 0.198
C -3.1192 2.9561 -6.6983 -0.01 0.02 -0.01 -0.254
O -4.4762 2.5960 -6.8744 0.04 -0.03 0.06 -0.551
C -4.6574 1.2594 -7.3107 -0.10 0.11 -0.06 -0.088
C -5.0374 0.3380 -6.1729 0.08 -0.15 0.02 -0.087
O -3.9927 0.2106 -5.2243 0.01 0.08 -0.01 -0.553
C -4.1756 1.0032 -4.0646 0.00 -0.04 0.03 -0.260
H -3.1009 3.9028 -6.1607 -0.02 0.01 -0.02 0.189
H -2.5740 2.2069 -6.1192 0.00 0.00 0.00 0.180
H -2.6243 3.0926 -7.6662 0.03 -0.03 0.01 0.166
H -3.7522 0.8906 -7.8038 0.01 -0.01 0.01 0.173
H -5.4666 1.2630 -8.0474 0.01 -0.02 -0.01 0.184
H -5.2347 -0.6591 -6.5790 -0.03 0.01 -0.01 0.183
H -5.9534 0.6948 -5.6911 0.00 0.02 0.00 0.174
H -4.9435 0.5676 -3.4149 -0.02 0.04 0.00 0.169
H -4.4579 2.0288 -4.3154 0.00 0.00 -0.01 0.178
H -3.2268 1.0133 -3.5288 -0.10 0.02 -0.05 0.192
```
Positions in Å, forces in eV/Å.

Summary:
E_HOMO (Ha): -0.3043
Total energy (eV): -71716.0999
SMILES: NB(O)c1cc2c(c(P(O)(O)=S)c1)Nc1c(N)cccc1S2.COCCOC.COCCOC
Max |F| (eV/A): 1.0
2S+1: 1
Frontier orbital gap (eV): 8.35